# 1
{"formula": "C5H23NO5S2", "method": "the ωB97M-V functional and the def2-TZVPD basis", "smiles": "CCSSC[C@@H](C)N.O.O.O.O.O", "fmax_ev_per_a": 4.1, "homo_lumo_gap_ha": 0.32818, "e_above_lowest_kcal_mol": 15.5, "species": ["N", "C", "C", "C", "S", "S", "C", "C", "H", "H", "H", "H", "H", "H", "H", "H", "H", "H", "H", "H", "H", "H", "H", "O", "H", "H", "O", "H", "H", "O", "H", "H", "O", "H", "H", "O"], "positions_angstrom": [[-0.568, -1.441, 2.126], [-1.144, -1.894, 0.716], [-0.752, -3.344, 0.544], [-0.429, -0.877, -0.164], [-1.583, -0.506, -1.554], [-0.758, -0.442, -3.323], [0.306, 1.088, -3.231], [-0.312, 2.294, -2.608], [0.404, -1.630, 1.988], [-1.020, -2.086, 2.820], [-2.218, -1.749, 0.888], [0.331, -3.477, 0.365], [-1.042, -3.700, -0.489], [-1.186, -3.844, 1.385], [-0.389, 0.168, 0.175], [0.488, -1.354, -0.565], [1.248, 0.888, -2.768], [0.566, 1.200, -4.286], [-1.061, 2.836, -3.234], [0.409, 3.096, -2.577], [-0.533, 2.163, -1.560], [3.075, -2.337, 1.270], [1.735, -2.448, 1.863], [2.661, -2.749, 2.049], [-0.337, 0.800, 2.494], [-0.975, 2.120, 2.304], [-0.307, 1.557, 1.888], [-3.809, 1.680, 0.335], [-3.292, 0.679, 1.201], [-3.750, 1.532, 1.299], [1.167, 1.061, 0.720], [2.400, 1.423, 1.594], [2.118, 1.260, 0.688], [3.459, 2.263, -1.058], [2.185, 2.728, -0.369], [2.910, 3.040, -0.925]], "forces_ev_per_angstrom": [[-2.33, -0.95, -0.74], [1.74, 1.72, 3.29], [0.12, 0.61, -3.04], [-0.92, -0.42, -2.20], [-1.62, -0.36, 0.95], [1.53, 0.56, -0.71], [-0.48, -0.57, -1.09], [-0.06, 1.62, -0.90], [0.43, -0.13, 0.82], [1.22, 0.67, -0.59], [0.14, -0.01, -0.79], [-0.14, 0.21, 1.15], [-0.72, -0.03, 1.25], [0.07, -1.06, 0.06], [0.62, -1.04, 0.81], [-0.20, 0.76, 0.31], [0.48, -0.56, 0.62], [-0.17, 0.38, -0.06], [-0.29, -1.12, 0.75], [0.98, 0.07, 0.05], [-0.81, -0.20, 0.15], [0.41, -0.30, 0.42], [1.20, -0.87, 0.65], [-1.25, 0.95, -1.11], [0.10, -0.50, -0.40], [0.05, 0.31, -0.49], [-0.56, 0.18, 0.95], [-0.34, 0.68, 0.49], [-0.05, 0.13, 0.83], [0.49, -0.81, -1.33], [0.46, 0.28, 0.47], [-0.27, 0.05, 0.02], [-0.23, -0.89, -0.01], [-0.12, -0.02, 0.15], [0.47, -0.13, -0.02], [0.05, 0.79, -0.71]], "lowdin_charge": [0.02, -0.47, -0.07, -0.48, 0.46, 0.46, -0.56, -0.19, 0.01, 0.10, 0.12, 0.08, 0.10, 0.07, 0.02, 0.10, 0.05, 0.06, 0.09, 0.06, 0.04, 0.05, 0.00, -0.07, 0.03, 0.06, -0.08, 0.04, 0.02, -0.07, 0.00, 0.07, -0.07, 0.02, -0.01, -0.09]}


# 2
{"formula": "C5H23NO6", "method": "the ωB97M-V functional and the def2-TZVPD basis", "smiles": "C=CCCNC.O.O.O.O.O.O", "fmax_ev_per_a": 6.7, "homo_lumo_gap_ha": 0.32762, "e_above_lowest_kcal_mol": 91.2, "species": ["C", "N", "C", "C", "C", "C", "H", "H", "H", "H", "H", "H", "H", "H", "H", "H", "H", "H", "H", "O", "H", "H", "O", "H", "H", "O", "H", "H", "O", "H", "H", "O", "H", "H", "O"], "positions_angstrom": [[-1.912, -1.070, -2.411], [-1.080, -0.154, -1.501], [0.295, -0.292, -1.899], [1.353, -0.291, -0.651], [1.762, -1.702, -0.297], [0.999, -2.742, -0.703], [-2.954, -0.894, -2.433], [-1.780, -2.047, -2.359], [-1.714, -0.601, -3.388], [-1.215, -0.075, -0.519], [0.556, 0.621, -2.644], [0.501, -1.152, -2.513], [0.767, -0.030, 0.317], [2.141, 0.427, -0.772], [2.490, -1.670, 0.522], [0.396, -2.530, -1.604], [0.911, -3.798, -0.553], [-0.098, 1.146, 2.666], [-1.557, 1.260, 2.986], [-0.829, 0.648, 3.032], [-0.751, -1.626, 1.970], [-1.797, -2.493, 1.291], [-1.674, -1.586, 1.523], [1.132, 2.489, -1.480], [-0.227, 3.004, -1.370], [0.644, 3.273, -1.310], [0.872, 3.135, 2.040], [0.607, 1.887, 1.351], [1.283, 2.185, 1.893], [2.922, 0.760, 1.712], [1.906, -0.117, 2.324], [2.861, -0.124, 2.145], [-2.773, 1.984, 0.594], [-2.052, 0.605, 1.040], [-1.985, 1.572, 1.002]], "forces_ev_per_angstrom": [[0.40, 6.66, 0.05], [-0.84, -1.51, -2.20], [2.27, 3.44, 0.19], [-3.17, -0.69, -0.45], [-0.72, -0.92, 0.64], [0.34, 1.38, -1.69], [-1.37, 0.40, 1.08], [1.27, -4.51, 0.30], [0.53, -0.92, -0.09], [-0.33, -0.78, 0.36], [-0.24, -1.67, 1.53], [-0.08, -0.21, -0.17], [0.75, 0.16, -1.58], [0.54, 0.13, -0.07], [-0.19, -0.71, -0.33], [-0.07, -0.11, 0.94], [0.94, -0.37, 1.04], [0.29, 0.20, 0.44], [-0.44, 0.20, -0.08], [0.53, -0.85, 0.73], [-2.40, 0.50, -0.96], [-0.37, -0.98, -0.50], [2.58, 0.61, 1.31], [0.81, -1.04, -0.27], [-2.98, -0.83, -0.20], [2.08, 1.79, 0.52], [1.74, -2.49, -0.15], [-1.98, -1.28, -2.58], [0.23, 4.19, 2.07], [0.30, -0.78, 0.53], [0.45, -0.29, 0.31], [-0.52, 1.05, -0.50], [0.63, -0.88, 0.18], [-0.49, 0.17, 0.07], [-0.48, 0.93, -0.47]], "lowdin_charge": [-0.07, -0.09, -0.27, -0.16, -0.16, 0.01, 0.06, 0.01, 0.09, 0.03, 0.13, 0.07, 0.10, 0.09, 0.08, 0.03, 0.05, -0.03, 0.03, -0.06, 0.09, 0.02, -0.08, -0.01, -0.01, 0.00, 0.15, -0.05, -0.06, 0.04, 0.02, -0.07, 0.08, 0.01, -0.07]}


# 3
{"formula": "C5H23NO7", "method": "the ωB97M-V functional and the def2-TZVPD basis", "smiles": "CCNC(CO)CO.O.O.O.O.O", "fmax_ev_per_a": 1.6, "homo_lumo_gap_ha": 0.35232, "e_above_lowest_kcal_mol": 40.1, "species": ["C", "N", "C", "C", "O", "C", "O", "C", "H", "H", "H", "H", "H", "H", "H", "H", "H", "H", "H", "H", "H", "H", "H", "O", "H", "H", "O", "H", "H", "O", "H", "H", "O", "H", "H", "O"], "positions_angstrom": [[-1.698, 0.719, 2.206], [-1.987, 0.305, 0.823], [-0.925, 0.406, -0.207], [-0.238, 1.774, -0.209], [0.791, 1.869, -1.187], [-1.577, 0.126, -1.559], [-0.607, -0.389, -2.487], [-0.908, -0.373, 2.925], [-2.634, 0.984, 2.682], [-1.042, 1.589, 2.234], [-2.771, 0.866, 0.503], [-0.195, -0.369, 0.030], [0.189, 2.008, 0.757], [-1.031, 2.514, -0.406], [0.446, 1.497, -2.014], [-2.327, -0.648, -1.383], [-1.967, 1.019, -2.041], [-0.178, -1.167, -2.111], [-1.504, -1.179, 3.312], [-0.184, 0.021, 3.637], [-0.167, -0.742, 2.198], [-1.985, -1.772, 0.415], [-0.921, -2.821, 0.192], [-1.882, -2.716, 0.201], [3.000, 2.805, 1.202], [2.365, 1.448, 1.046], [2.256, 2.285, 1.520], [2.329, 0.085, -2.922], [1.228, -0.356, -3.952], [2.012, 0.183, -3.826], [1.953, 0.446, -0.898], [2.778, -0.737, -0.053], [2.779, -0.025, -0.693], [0.960, -3.454, 0.479], [2.106, -3.399, -0.460], [1.535, -2.803, 0.049]], "forces_ev_per_angstrom": [[1.20, -0.29, -0.18], [-0.57, 0.24, -0.37], [-0.32, 0.79, 0.79], [-0.63, -0.04, -0.21], [-0.10, -0.30, 0.06], [0.91, -1.36, 0.14], [0.00, 0.30, -0.17], [1.04, 0.41, -0.82], [-0.15, -0.11, 0.15], [-0.26, 0.39, -0.01], [-0.03, -0.15, -0.06], [0.20, -0.16, -0.26], [0.27, 0.07, -0.08], [0.17, 0.06, -0.02], [0.13, 0.10, -0.12], [-0.37, 0.32, -0.27], [-0.27, 0.04, 0.17], [-0.20, 0.00, 0.17], [-0.12, -0.33, 0.17], [-0.62, 0.20, 0.69], [-0.48, -0.45, -0.10], [-0.31, 0.02, 0.26], [-0.27, -0.04, -0.10], [0.45, 0.17, -0.05], [-0.05, 0.09, 0.02], [0.09, 0.13, -0.04], [0.19, -0.23, 0.07], [-0.08, -0.31, 0.03], [-0.08, -0.01, 0.34], [0.31, 0.36, -0.36], [-0.27, -0.25, 0.73], [-0.93, -0.07, -0.04], [1.11, 0.47, -0.56], [0.12, 0.29, 0.23], [0.06, 0.45, -0.08], [-0.14, -0.77, -0.10]], "lowdin_charge": [-0.25, -0.05, -0.33, -0.20, -0.06, -0.18, -0.08, -0.07, 0.11, 0.09, 0.12, 0.12, 0.08, 0.14, 0.08, 0.12, 0.14, 0.09, 0.07, 0.07, 0.06, 0.00, 0.00, -0.06, 0.05, 0.01, -0.06, 0.00, 0.02, -0.05, -0.01, 0.02, -0.05, 0.04, 0.06, -0.05]}